DFT (ωB97M-V/def2-TZVPD) results for 17 unconnected molecules or ions with the total composition H34O17 in a non-equilibrium geometry.

Calculated values
LUMO energy (eV): -0.119
Spin multiplicity: 1

Structure (XYZ):
```
51
H34O17 | the OMol25 dataset | ωB97M-V/def2-TZVPD
O 3.85 -2.21 -3.52
H 3.72 -1.66 -4.25
H 3.03 -2.39 -3.34
O 3.17 0.18 -2.22
H 2.80 0.51 -1.44
H 2.82 0.95 -2.83
O -3.12 -3.82 -1.45
H -3.37 -2.97 -1.92
H -3.86 -4.29 -1.78
O -0.14 0.70 5.38
H -1.03 1.03 4.97
H 0.10 0.07 4.72
O 2.23 -2.35 5.12
H 2.38 -1.30 5.12
H 1.23 -2.13 5.58
O -2.32 0.56 3.19
H -2.25 0.93 4.13
H -2.38 1.42 2.61
O -1.67 1.98 -3.54
H -1.78 1.26 -4.30
H -1.11 2.54 -4.06
O 1.06 -2.39 0.21
H 0.47 -2.98 0.49
H 1.91 -2.73 0.01
O 0.29 1.33 -1.30
H -0.04 1.75 -2.05
H -0.50 1.26 -0.72
O -2.23 -0.37 -4.21
H -2.43 -0.74 -3.29
H -1.72 -1.04 -4.67
O 2.64 0.29 4.91
H 2.34 1.28 5.17
H 3.34 0.45 4.40
O -0.84 -4.27 1.44
H -1.21 -4.47 0.55
H -1.20 -4.83 2.24
O 3.37 2.99 1.60
H 2.56 2.66 1.39
H 3.74 3.77 1.23
O -2.94 2.53 1.02
H -3.51 1.95 0.63
H -3.63 3.21 1.12
O -1.64 -1.90 -2.09
H -1.29 -2.81 -1.91
H -1.55 -1.72 -1.01
O -3.24 3.18 -1.91
H -2.63 3.03 -1.16
H -2.77 3.00 -2.72
O 3.07 2.55 -1.84
H 2.70 3.04 -1.20
H 3.61 2.99 -2.52
```

Results of the natural (NBO) charge analysis, in e, for atoms 1 through 8: -0.897 0.451 0.447 -0.939 0.470 0.461 -0.959 0.488

DFT (ωB97M-V/def2-TZVPD) results for a molecular structure, C31H71GeN5NbPSb in a non-equilibrium geometry.

Calculated values
LUMO energy (eV): -10.348
Charge: +3
Spin multiplicity: 1

Structure (XYZ):
```
111
C31H71GeN5NbPSb | the OMol25 dataset | ωB97M-V/def2-TZVPD
Nb -0.32 -0.79 0.81
N 0.93 -1.69 2.55
H 0.48 -2.24 3.28
H 1.50 -0.94 3.03
H 1.66 -2.30 2.13
C -2.89 2.49 -0.25
Ge -3.44 1.25 1.17
C -4.30 2.26 2.65
C -4.78 0.13 0.42
C -1.99 -0.03 1.69
H -2.08 3.11 0.15
H -3.79 3.07 -0.40
H -2.67 1.93 -1.20
H -5.32 1.85 2.77
H -4.45 3.30 2.36
H -3.76 2.22 3.59
H -5.06 0.54 -0.56
H -5.70 0.11 1.01
H -4.42 -0.92 0.25
H -2.61 -0.93 1.95
H -1.62 0.39 2.66
C -2.39 -3.65 -3.63
C -2.26 -2.45 -2.75
C -1.38 -1.34 -3.30
C -3.59 -1.87 -2.30
Sb -1.24 -3.12 -0.74
C -2.64 -4.51 0.56
C -3.80 -3.58 0.94
C -2.99 -5.67 -0.41
C -1.82 -4.97 1.75
C 0.78 -4.41 -1.18
C 0.37 -5.83 -1.60
C 1.46 -4.34 0.17
C 1.46 -3.69 -2.35
H -2.66 -3.33 -4.63
H -3.19 -4.26 -3.20
H -1.51 -4.26 -3.70
H -1.54 -1.32 -4.41
H -0.34 -1.46 -3.24
H -1.55 -0.28 -2.88
H -4.09 -1.44 -3.21
H -3.47 -1.10 -1.54
H -4.23 -2.68 -1.84
H -4.57 -3.45 0.17
H -3.42 -2.58 1.27
H -4.30 -3.95 1.87
H -3.56 -5.34 -1.28
H -3.60 -6.32 0.29
H -2.23 -6.31 -0.71
H -1.43 -4.16 2.36
H -1.02 -5.64 1.47
H -2.60 -5.47 2.30
H -0.18 -6.35 -0.76
H -0.24 -5.81 -2.45
H 1.25 -6.46 -1.84
H 0.90 -4.94 0.90
H 1.56 -3.32 0.57
H 2.47 -4.75 0.11
H 0.82 -3.48 -3.21
H 2.32 -4.36 -2.83
H 1.96 -2.82 -1.92
N 0.86 0.52 0.34
P 1.63 1.92 0.16
N 0.96 3.05 1.20
C 1.07 4.51 1.01
C 1.17 5.30 2.37
C -0.08 5.08 3.21
C -0.34 3.57 3.33
C 0.74 2.68 2.64
N 1.43 2.52 -1.36
C 2.08 1.69 -2.49
C 2.62 2.58 -3.57
C 1.59 3.65 -4.02
C 1.01 4.39 -2.79
C 0.32 3.35 -1.86
N 3.24 1.64 0.59
C 3.94 0.36 0.72
C 4.75 0.24 2.02
C 5.84 1.32 2.13
C 5.05 2.59 2.05
C 4.25 2.73 0.79
H 0.15 4.92 0.58
H 1.95 4.73 0.31
H 1.18 6.37 2.15
H 2.09 5.08 2.93
H -0.95 5.51 2.67
H 0.10 5.67 4.14
H -1.32 3.29 2.86
H -0.46 3.20 4.34
H 0.49 1.59 2.71
H 1.69 2.77 3.22
H 1.28 1.02 -2.87
H 2.92 1.10 -2.09
H 2.91 2.00 -4.43
H 3.57 2.95 -3.24
H 0.86 3.17 -4.65
H 2.08 4.37 -4.68
H 0.31 5.15 -3.05
H 1.81 4.86 -2.24
H -0.42 2.76 -2.48
H -0.21 3.82 -1.03
H 4.63 0.28 -0.14
H 3.22 -0.50 0.60
H 5.22 -0.78 1.95
H 4.15 0.28 2.94
H 6.53 1.24 1.24
H 6.38 1.26 3.08
H 5.71 3.44 2.13
H 4.35 2.67 2.94
H 5.03 2.73 -0.02
H 3.79 3.68 0.75
```

Results of the Mulliken charge analysis, in e, for atoms 1 through 8: -0.289 -0.556 0.323 0.228 0.347 -0.798 0.511 -1.237

DFT (ωB97M-V/def2-TZVPD) results for a molecular structure, C46H48Cl3GeN8RbS4Te in a non-equilibrium geometry.

Calculated values
LUMO energy (alpha / beta) (eV): 1.288 / 1.283
Charge: -1
Spin multiplicity: 2
Expectation value of S²: 0.76

Structure (XYZ):
```
112
C46H48Cl3GeN8RbS4Te | the OMol25 dataset | ωB97M-V/def2-TZVPD
Rb 0.52 0.60 -0.76
C 4.12 3.77 -3.17
C 4.18 2.27 -3.26
C 4.24 1.65 -4.51
C 4.26 0.27 -4.58
C 4.28 -0.46 -3.40
C 4.27 0.24 -2.20
N 4.20 1.57 -2.13
C 4.53 -0.49 -0.93
C 5.84 -0.92 -0.72
C 6.15 -1.62 0.43
C 5.14 -1.87 1.34
C 3.86 -1.41 1.05
N 3.55 -0.73 -0.06
C 2.76 -1.64 2.04
C 2.91 -1.20 3.35
C 1.89 -1.46 4.25
C 0.77 -2.15 3.80
C 0.69 -2.52 2.47
C -0.52 -3.22 1.92
N 1.68 -2.27 1.61
H 4.92 4.22 -3.75
H 3.18 4.11 -3.59
H 4.18 4.08 -2.13
H 4.23 2.25 -5.41
H 4.26 -0.23 -5.54
H 4.30 -1.54 -3.41
H 6.61 -0.68 -1.45
H 7.16 -1.96 0.62
H 5.32 -2.43 2.25
H 3.80 -0.66 3.65
H 1.97 -1.14 5.28
H -0.04 -2.37 4.49
H -0.22 -4.03 1.26
H -1.10 -2.51 1.33
H -1.15 -3.61 2.72
C -4.43 -0.09 -4.88
C -3.22 -0.71 -4.61
C -2.71 -0.71 -3.33
C -3.42 -0.08 -2.30
C -4.63 0.58 -2.59
C -5.12 0.57 -3.87
N -2.94 -0.30 -1.01
N -3.65 0.16 -0.10
C -3.26 -0.11 1.20
C -4.30 -0.19 2.15
C -3.99 -0.43 3.47
C -2.65 -0.57 3.83
C -1.70 -0.45 2.83
N -1.98 -0.23 1.55
H -4.81 -0.07 -5.90
H -2.66 -1.17 -5.41
H -1.77 -1.17 -3.10
H -5.15 1.07 -1.78
H -6.05 1.08 -4.09
H -5.32 -0.06 1.81
H -4.77 -0.50 4.21
H -2.36 -0.75 4.85
H -0.64 -0.52 3.07
S -1.49 3.32 -0.73
S -1.29 5.22 -1.08
S 0.71 5.84 -0.64
S 1.73 4.33 0.07
C -3.18 -3.87 -2.11
C -1.92 -4.63 -1.72
N -0.72 -4.32 -2.49
C -0.41 -5.17 -3.62
C -1.15 -4.81 -4.91
C 0.00 -3.18 -2.21
C 1.29 -2.97 -2.97
N -0.31 -2.28 -1.35
H -4.03 -4.24 -1.54
H -3.41 -3.99 -3.17
H -3.08 -2.81 -1.91
H -2.10 -5.70 -1.84
H -1.71 -4.45 -0.66
H -0.65 -6.20 -3.34
H 0.67 -5.13 -3.80
H -2.21 -5.02 -4.82
H -0.75 -5.40 -5.74
H -1.02 -3.75 -5.13
H 1.98 -3.81 -2.81
H 1.74 -2.06 -2.59
H 1.11 -2.86 -4.04
H -1.21 -2.40 -0.90
Cl -1.97 2.76 -5.53
Ge -0.23 3.12 -4.08
Cl 0.53 0.91 -3.74
Cl 1.27 3.61 -5.79
Te 0.85 2.27 2.81
C 0.81 2.42 4.95
C 1.67 3.31 5.57
C 1.61 3.51 6.95
C 0.68 2.81 7.71
C -0.18 1.91 7.09
C -0.11 1.72 5.71
C -0.79 3.62 2.82
C -2.09 3.15 2.86
C -3.15 4.04 2.90
C -2.91 5.41 2.90
C -1.61 5.88 2.86
C -0.55 4.99 2.83
H 2.39 3.87 4.98
H 2.27 4.22 7.43
H 0.62 2.97 8.78
H -0.91 1.37 7.67
H -0.80 1.03 5.23
H -2.29 2.09 2.84
H -4.17 3.67 2.92
H -3.74 6.11 2.90
H -1.41 6.95 2.84
H 0.47 5.35 2.78
```

Results of the Mulliken charge analysis, in e, for atoms 1 through 8: 0.332 -1.060 0.530 -0.425 -0.693 -0.327 0.326 -0.332

DFT (ωB97M-V/def2-TZVPD) results for a molecular structure, C21H35CrN9O2S.

Calculated values
LUMO energy (alpha / beta) (eV): -8.928 / -8.563
Charge: +3
Spin multiplicity: 4
Expectation value of S²: 3.78

Structure (XYZ):
```
69
C21H35CrN9O2S | the OMol25 dataset | ωB97M-V/def2-TZVPD
Cr -1.29 0.88 -0.60
N -3.38 0.77 -0.30
C -3.94 2.14 -0.22
C -3.10 2.89 0.80
N -1.64 2.68 0.54
C -0.99 3.78 -0.22
C -1.43 3.77 -1.67
N -1.21 2.40 -2.20
H -3.87 0.24 -1.02
H -3.59 0.28 0.58
H -4.99 2.15 0.07
H -3.87 2.59 -1.21
H -3.32 2.50 1.79
H -3.34 3.95 0.80
H -1.20 2.68 1.45
H 0.09 3.62 -0.17
H -1.22 4.75 0.23
H -0.85 4.51 -2.22
H -2.47 4.04 -1.77
H -0.22 2.31 -2.41
H -1.69 2.30 -3.09
C 4.94 -1.42 -1.57
N 3.54 -1.08 -1.31
C 3.09 0.26 -1.07
C 1.58 0.06 -1.09
O 0.77 1.01 -0.89
N 1.29 -1.21 -1.32
C 2.47 -1.86 -1.49
N 2.52 -3.14 -1.79
H 5.57 -0.80 -0.94
H 5.21 -1.24 -2.61
H 5.14 -2.46 -1.32
H 3.43 0.96 -1.84
H 3.41 0.64 -0.10
H 1.67 -3.66 -1.87
H 3.39 -3.62 -1.95
S 1.43 -3.01 3.88
C 0.57 -1.92 2.85
C 0.70 -0.52 2.88
C 0.03 0.24 1.95
N -0.79 -0.28 1.01
C -0.93 -1.62 1.00
C -0.30 -2.45 1.88
C 2.13 -1.92 5.12
C 3.49 -1.67 5.15
C 3.97 -0.89 6.19
N 3.18 -0.39 7.13
C 1.89 -0.65 7.12
C 1.30 -1.42 6.12
H 1.32 -0.03 3.61
H 0.17 1.31 1.96
H -1.59 -2.03 0.24
H -0.47 -3.52 1.84
H 4.16 -2.07 4.40
H 5.03 -0.65 6.27
H 1.29 -0.24 7.93
H 0.24 -1.64 6.13
C -3.56 -1.28 -4.00
N -2.17 -0.95 -4.26
C -1.70 -1.10 -5.63
C -1.35 -0.58 -3.30
O -1.67 -0.49 -2.08
H -3.68 -2.35 -3.82
H -4.17 -1.01 -4.86
H -3.91 -0.74 -3.12
H -1.79 -2.14 -5.95
H -0.67 -0.79 -5.72
H -2.32 -0.49 -6.30
H -0.33 -0.38 -3.62
```

Results of the Mulliken charge analysis, in e, for atoms 1 through 8: 0.189 -0.105 -0.540 -0.739 -0.263 -0.589 -0.894 -0.142

DFT (ωB97M-V/def2-TZVPD) results for CH4IOP in the gas phase in a non-equilibrium geometry.

Calculated values
LUMO energy (eV): -0.863
Spin multiplicity: 1
SMILES: POCI

Structure (XYZ):
```
8
CH4IOP | the OMol25 dataset | ωB97M-V/def2-TZVPD
P 0.13 1.72 0.24
O 0.75 -0.22 0.33
C 0.21 -1.22 -0.36
I -1.14 -0.42 -2.05
H -1.09 1.69 1.01
H 0.73 1.98 1.50
H -0.44 -1.79 0.31
H 0.86 -1.75 -0.98
```

Calculated atomic charges, method natural (NBO), unit e: 0.632 -0.756 -0.015 -0.130 -0.043 -0.048 0.179 0.182

DFT (ωB97M-V/def2-TZVPD) results for a molecular structure, C21H37CaCl2N2O4 in a non-equilibrium geometry.

Calculated values
LUMO energy (alpha / beta) (eV): 2.017 / 2.006
Charge: -1
Spin multiplicity: 1

Structure (XYZ):
```
67
C21H37CaCl2N2O4 | the OMol25 dataset | ωB97M-V/def2-TZVPD
O 0.61 1.98 -2.34
C 1.00 1.79 -3.48
C 1.77 2.70 -4.40
C 2.38 3.87 -3.94
H 2.47 4.05 -2.87
C 2.90 4.77 -4.88
H 3.39 5.69 -4.55
C 2.80 4.49 -6.26
H 3.13 5.24 -6.99
C 2.33 3.24 -6.69
H 2.37 2.97 -7.75
C 1.82 2.34 -5.75
H 1.44 1.34 -6.02
H 0.79 0.79 -3.91
C -2.92 1.09 -2.47
C -2.93 0.10 -1.43
H -3.80 1.06 -3.14
H -2.01 0.95 -3.08
H -2.83 2.09 -2.01
C -3.39 -0.95 -0.80
C -4.90 -1.16 -0.56
H -2.80 -1.81 -0.43
H -5.44 -0.58 -1.32
H -5.22 -0.82 0.43
H -5.18 -2.22 -0.65
Ca 0.17 0.10 0.00
Cl -0.27 2.58 0.36
Cl 0.04 -1.13 -2.34
C -2.11 0.62 2.54
O -1.34 -0.20 1.99
N -2.79 0.37 3.66
C -2.57 -0.86 4.42
C -3.76 1.29 4.23
H -2.26 1.63 2.12
H -1.80 -1.47 3.94
H -3.51 -1.41 4.50
H -2.27 -0.59 5.44
H -3.86 2.16 3.58
H -3.44 1.61 5.23
H -4.73 0.80 4.34
H 0.20 -5.75 1.32
H 2.34 -5.75 -0.31
C -0.24 -5.10 0.55
C 1.73 -5.07 -0.92
N 0.81 -4.32 -0.09
H -0.97 -4.42 1.00
C 0.89 -3.00 0.03
O 0.20 -2.30 0.81
H 2.40 -4.38 -1.44
H 1.59 -2.50 -0.67
H -0.71 -5.74 -0.20
H 1.18 -5.67 -1.65
C 2.11 2.16 3.23
C 2.55 1.39 2.01
O 1.81 0.15 1.83
C 1.90 -0.75 2.96
C 3.28 -1.38 3.08
H 1.04 2.34 3.22
H 2.62 3.13 3.22
H 2.39 1.67 4.16
H 2.32 1.96 1.11
H 3.62 1.15 2.07
H 1.64 -0.20 3.87
H 1.14 -1.51 2.78
H 4.03 -0.60 3.27
H 3.29 -2.08 3.92
H 3.55 -1.93 2.17
```

Results of the natural (NBO) charge analysis, in e, for atoms 1 through 8: -0.730 0.261 -0.226 -0.263 0.204 -0.220 0.182 -0.358

DFT (ωB97M-V/def2-TZVPD) results for 2 unconnected molecules or ions with the total composition C6H7N3O in a non-equilibrium geometry.

Calculated values
LUMO energy (eV): 0.700
Spin multiplicity: 1
SMILES: N=C=Cc1cocn1.C=N

Structure (XYZ):
```
17
C6H7N3O | the OMol25 dataset | ωB97M-V/def2-TZVPD
N 2.79 2.68 0.40
C 2.02 1.72 0.35
C 1.10 0.80 0.59
C 1.37 -0.56 0.26
C 2.49 -1.15 -0.32
O 2.20 -2.53 -0.49
C 1.05 -2.63 0.20
N 0.49 -1.52 0.51
H 2.63 3.42 -0.28
H 0.28 1.07 1.27
H 3.33 -0.75 -0.79
H 0.62 -3.58 0.18
C -2.63 0.77 0.90
N -2.25 0.44 -0.24
H -2.05 0.54 1.86
H -3.58 1.31 0.82
H -1.39 -0.04 -0.51
```

Results of the natural (NBO) charge analysis, in e, for atoms 1 through 8: -0.608 0.468 -0.464 0.067 0.013 -0.396 0.348 -0.478

DFT (ωB97M-V/def2-TZVPD) results for 3 unconnected molecules or ions with the total composition C2H9NO4.

Calculated values
LUMO energy (eV): 0.341
Spin multiplicity: 1
SMILES: O=CNCO.O.O

Structure (XYZ):
```
16
C2H9NO4 | the OMol25 dataset | ωB97M-V/def2-TZVPD
O -1.76 1.47 -0.28
C -1.10 0.94 0.59
N -0.90 -0.41 0.68
C -1.02 -1.24 -0.49
O 0.21 -1.32 -1.21
H -0.58 1.55 1.34
H -0.14 -0.79 1.24
H -1.78 -0.92 -1.19
H -1.24 -2.26 -0.20
H 0.68 -0.47 -1.12
O 1.55 -1.07 2.24
H 2.28 -1.30 1.66
H 1.92 -0.41 2.84
O 0.98 1.87 -2.09
H 0.80 2.62 -1.51
H 0.11 1.74 -2.49
```

Results of the natural (NBO) charge analysis, in e, for atoms 1 through 8: -0.622 0.530 -0.653 0.082 -0.738 0.115 0.427 0.187

Calculated values (kcal per mole) of energy relative to the best compared isomer or geometry (same formula, charge and spin) for the records, taken in order: 179.8; 0.0; 27.5; 10.2; 46.0; 20.2; 77.1; 16.6.